No. 1
Formula: C5H8NO
Source: the Open Molecules 2025 dataset
Level of theory: ωB97M-V/def2-TZVPD

Cartesian coordinates (Å):
C (-0.59, -0.08, -0.61)
C (-0.05, 0.73, 0.41)
C (-0.35, -1.33, -0.94)
C (-0.06, 2.16, 0.34)
C (-0.11, -2.51, -0.27)
N (-1.17, -1.72, -3.07)
O (-1.23, -0.75, -3.66)
H (-1.10, 0.55, -1.33)
H (0.57, 0.43, 1.29)
H (-0.80, 2.70, -0.22)
H (-0.02, 2.39, 1.41)
H (0.92, 2.62, 0.00)
H (0.47, -3.14, -0.89)
H (0.48, -2.31, 0.73)
H (-0.91, -2.98, 0.17)

Properties
- Relative energy (zero: lowest compared OMol25 entry of this formula, charge and spin): 137.69 kcal/mol
- Total energy: -324.81955 Eh
- HOMO level (alpha / beta): -13.17 / -13.22 eV
- M: 98.1 g/mol
- Charge: +1

***

No. 2
Formula: C18H35GeIrN2OSSi3Te
Source: the Open Molecules 2025 dataset
Level of theory: ωB97M-V/def2-TZVPD

Cartesian coordinates (Å):
Ir (-0.10, -0.53, -2.06)
C (-2.26, -0.18, 3.29)
Si (-2.31, 0.36, 1.53)
C (-3.87, -0.04, 0.63)
C (-1.49, 1.97, 1.15)
Ge (-0.29, -1.00, 0.38)
Si (-1.10, -3.55, 0.98)
C (-0.46, -3.35, 2.70)
C (0.04, -4.37, -0.22)
C (-2.91, -3.79, 0.77)
Si (1.88, -0.11, 1.43)
C (1.45, 0.08, 3.23)
C (2.17, 1.50, 0.53)
C (3.03, -1.52, 1.03)
H (-2.87, 0.52, 3.88)
H (-1.26, -0.18, 3.72)
H (-2.72, -1.17, 3.42)
H (-4.69, 0.50, 1.13)
H (-4.11, -1.10, 0.68)
H (-3.86, 0.27, -0.41)
H (-2.23, 2.77, 1.28)
H (-1.11, 2.04, 0.12)
H (-0.66, 2.17, 1.83)
H (0.62, -3.20, 2.73)
H (-0.67, -4.28, 3.24)
H (-0.95, -2.55, 3.25)
H (1.08, -4.13, -0.02)
H (-0.21, -4.14, -1.25)
H (-0.08, -5.46, -0.10)
H (-3.48, -3.25, 1.53)
H (-3.12, -4.86, 0.90)
H (-3.27, -3.51, -0.22)
H (0.78, 0.92, 3.39)
H (2.37, 0.28, 3.79)
H (1.02, -0.83, 3.65)
H (1.68, 2.33, 1.05)
H (1.80, 1.47, -0.49)
H (3.24, 1.73, 0.50)
H (2.91, -2.35, 1.73)
H (4.07, -1.18, 1.12)
H (2.90, -1.88, 0.01)
S (4.27, -0.13, -3.32)
C (3.85, -1.73, -2.93)
C (2.60, -1.78, -2.42)
N (1.97, -0.55, -2.35)
C (2.76, 0.41, -2.81)
H (4.53, -2.55, -3.09)
H (2.07, -2.67, -2.10)
H (2.48, 1.45, -2.84)
Te (-0.65, 1.44, -3.79)
C (-0.26, 3.28, -2.89)
C (-1.17, 3.84, -1.99)
C (-0.97, 5.13, -1.55)
C (0.14, 5.86, -1.98)
C (1.04, 5.29, -2.88)
C (0.84, 4.00, -3.35)
H (-2.05, 3.29, -1.67)
H (-1.68, 5.59, -0.88)
H (0.29, 6.87, -1.64)
H (1.89, 5.86, -3.22)
H (1.53, 3.59, -4.07)
O (-2.74, -1.65, -2.06)
N (-1.70, -1.22, -2.05)

Properties
- Relative energy (zero: lowest compared OMol25 entry of this formula, charge and spin): 41.94 kcal/mol
- Total energy: -4606.52703 Eh
- HOMO level (alpha / beta): -16.65 / -16.60 eV
- M: 804.2 g/mol
- Multiplicity: 2
- Charge: +3

***

No. 3
Formula: C47H53CsIN7P
Source: the Open Molecules 2025 dataset
Level of theory: ωB97M-V/def2-TZVPD

Cartesian coordinates (Å):
Cs (-0.49, -0.66, 0.34)
C (-3.27, -2.60, 7.45)
C (-2.32, -2.09, 6.39)
C (-1.65, -0.87, 6.51)
C (-0.83, -0.39, 5.50)
C (-0.60, -1.09, 4.28)
N (0.12, -0.54, 3.26)
C (1.17, 0.29, 3.58)
C (2.22, -0.17, 4.41)
C (3.34, 0.59, 4.71)
C (3.50, 1.88, 4.20)
C (4.75, 2.69, 4.45)
C (2.47, 2.36, 3.42)
C (1.33, 1.61, 3.11)
N (0.29, 2.31, 2.41)
C (-0.16, 3.56, 2.69)
C (-1.15, 3.86, 1.79)
C (-1.25, 2.71, 0.98)
N (-0.37, 1.78, 1.36)
C (-1.22, -2.37, 4.23)
C (-2.07, -2.81, 5.24)
N (-0.90, -3.35, 3.21)
C (-0.56, -4.64, 3.48)
C (-0.38, -5.28, 2.28)
C (-0.60, -4.28, 1.32)
N (-0.92, -3.12, 1.88)
H (-3.29, -1.92, 8.31)
H (-2.98, -3.59, 7.83)
H (-4.30, -2.69, 7.08)
H (-1.80, -0.27, 7.40)
H (-0.36, 0.58, 5.61)
H (2.13, -1.18, 4.80)
H (4.12, 0.16, 5.34)
H (5.26, 2.36, 5.35)
H (4.52, 3.75, 4.57)
H (5.46, 2.61, 3.62)
H (2.56, 3.36, 2.99)
H (0.24, 4.12, 3.52)
H (-1.72, 4.77, 1.72)
H (-1.91, 2.52, 0.14)
H (-2.56, -3.78, 5.10)
H (-0.46, -4.99, 4.50)
H (-0.10, -6.31, 2.12)
H (-0.54, -4.35, 0.24)
C (2.95, -2.18, -1.24)
C (3.60, -0.79, -1.10)
C (4.72, -0.63, -2.14)
P (2.22, 0.47, -1.09)
C (2.99, 1.90, -0.14)
C (2.25, 3.20, -0.43)
C (4.51, 2.11, -0.18)
C (2.09, 1.06, -2.81)
C (3.06, 1.81, -3.48)
C (2.90, 2.31, -4.76)
C (3.99, 3.10, -5.46)
C (1.68, 2.03, -5.39)
C (0.69, 1.29, -4.78)
C (0.85, 0.77, -3.46)
N (-0.08, 0.02, -2.83)
C (-1.38, -0.01, -3.30)
C (-1.99, -1.25, -3.59)
C (-1.20, -2.52, -3.38)
C (-3.27, -1.29, -4.13)
C (-4.01, -0.14, -4.38)
C (-5.35, -0.18, -5.08)
C (-3.46, 1.07, -3.97)
C (-2.18, 1.16, -3.43)
C (-1.65, 2.50, -2.99)
H (3.71, -2.97, -1.28)
H (2.35, -2.23, -2.15)
H (2.30, -2.38, -0.39)
H (4.04, -0.72, -0.10)
H (4.31, -0.62, -3.15)
H (5.42, -1.47, -2.06)
H (5.28, 0.30, -2.00)
H (2.75, 1.61, 0.89)
H (2.49, 3.57, -1.44)
H (2.53, 3.97, 0.30)
H (1.17, 3.07, -0.38)
H (4.86, 2.42, -1.17)
H (5.06, 1.21, 0.11)
H (4.78, 2.90, 0.53)
H (4.00, 2.02, -2.97)
H (4.69, 3.53, -4.73)
H (3.58, 3.92, -6.05)
H (4.58, 2.47, -6.14)
H (1.52, 2.40, -6.40)
H (-0.23, 1.09, -5.31)
H (-0.18, -2.41, -3.75)
H (-1.68, -3.37, -3.88)
H (-1.12, -2.76, -2.31)
H (-3.69, -2.26, -4.41)
H (-5.76, -1.19, -5.08)
H (-5.27, 0.14, -6.12)
H (-6.08, 0.48, -4.60)
H (-4.04, 1.98, -4.09)
H (-2.47, 3.14, -2.65)
H (-1.12, 3.02, -3.79)
H (-0.93, 2.38, -2.17)
I (-5.24, 1.23, -0.44)
C (-5.02, -0.83, -0.82)
C (-6.00, -1.48, -1.56)
C (-5.83, -2.84, -1.78)
C (-4.72, -3.47, -1.26)
C (-3.82, -2.73, -0.51)
N (-3.98, -1.42, -0.28)
H (-6.85, -0.95, -1.96)
H (-6.56, -3.39, -2.36)
H (-4.55, -4.53, -1.41)
H (-2.96, -3.19, -0.04)

Properties
- Relative energy (zero: lowest compared OMol25 entry of this formula, charge and spin): 25.77 kcal/mol
- Total energy: -2865.31779 Eh
- HOMO level: -3.41 eV
- M: 1006.8 g/mol
- Charge: -1